1.
84
Properties=species:S:1:pos:R:3 method="wB97M-V/def2-TZVPD" de_lowest_kj_mol=0.00 fmax_ev_per_a=0.4 spin_multiplicity=1 charge=+1 orbital_gap_ev=7.569
Sn -0.3289 0.4740 -0.0575
F 3.4563 -6.3627 -2.6976
C 2.5752 -5.5905 -2.0864
C 1.4713 -6.1505 -1.4728
F 1.2946 -7.4631 -1.4967
C 0.5586 -5.3307 -0.8380
F -0.4839 -5.9232 -0.2523
C 0.7044 -3.9506 -0.7958
P -0.5345 -2.8681 0.0314
C -0.7053 -3.6831 1.6579
C -1.9103 -3.8675 2.3318
C -1.9213 -4.3443 3.6370
C -0.7318 -4.6397 4.2834
C 0.4756 -4.4527 3.6215
C 0.4887 -3.9676 2.3250
C -2.0621 -3.1777 -0.9311
C -2.3294 -2.2017 -1.8998
C -3.4663 -2.2771 -2.6911
C -4.3647 -3.3195 -2.5101
C -4.1101 -4.2926 -1.5525
C -2.9650 -4.2296 -0.7696
C 1.8300 -3.4069 -1.4248
Br 2.1631 -1.5468 -1.4682
C 2.7519 -4.2194 -2.0592
F 3.8228 -3.7064 -2.6557
H -2.8550 -3.6594 1.8453
H -2.8648 -4.4960 4.1471
H -0.7447 -5.0184 5.2974
H 1.4081 -4.6874 4.1202
H 1.4356 -3.8140 1.8164
H -1.6326 -1.3827 -2.0405
H -3.6473 -1.5236 -3.4486
H -5.2568 -3.3797 -3.1206
H -4.8012 -5.1162 -1.4211
H -2.7737 -5.0155 -0.0525
C 2.6742 0.4396 3.5206
C 1.9391 0.5684 2.2222
N 0.7594 0.1005 2.0012
O 0.0534 -0.5992 2.9652
C 2.5875 1.2696 1.1153
C 3.9266 1.9301 1.1751
N 1.8912 1.3134 0.0122
O 2.3527 1.9032 -1.0158
H 2.1689 -0.1619 4.2722
H 2.8439 1.4324 3.9387
H 3.6488 -0.0126 3.3378
H 0.5211 -0.5401 3.8079
H 4.3839 1.8846 2.1602
H 3.8220 2.9735 0.8698
H 4.5981 1.4715 0.4452
O -2.9615 5.5929 -3.6199
C -3.6327 4.4217 -3.1931
C -2.6187 3.4764 -2.5246
C -3.4595 2.3049 -2.0252
O -2.6509 1.1850 -1.6923
C -1.5809 3.0597 -3.5752
Se 0.1394 2.4284 -2.8361
C -1.9278 4.2581 -1.3968
Se -0.2368 3.4698 -0.7964
H -3.5697 6.1525 -4.1106
H -4.0924 3.8992 -4.0385
H -4.4243 4.6634 -2.4730
H -4.1632 2.0216 -2.8163
H -4.0414 2.6300 -1.1546
H -3.2285 0.4320 -1.5244
H -1.3268 3.9267 -4.1764
H -1.9680 2.2734 -4.2253
H -2.5733 4.3640 -0.5231
H -1.6648 5.2472 -1.7584
C -5.6944 -1.5325 1.5724
C -4.6456 -0.4734 1.6318
C -4.6498 0.8052 2.1444
C -3.3478 1.3053 1.9397
N -2.5922 0.3939 1.3435
N -3.4009 -0.6696 1.1548
C -2.7882 2.6359 2.3282
H -6.6862 -1.0881 1.6138
H -5.5983 -2.2142 2.4204
H -5.6142 -2.1171 0.6541
H -5.4820 1.3226 2.5955
H -3.0298 -1.5187 0.7605
H -3.5882 3.3328 2.5686
H -2.1781 3.0481 1.5227
H -2.1496 2.5357 3.2081

2.
56
Properties=species:S:1:pos:R:3 method="wB97M-V/def2-TZVPD" de_lowest_kj_mol=0.00 fmax_ev_per_a=3.9 spin_multiplicity=1 charge=-1 orbital_gap_ev=5.561
Pd 9.5150 9.5543 7.9687
O 8.6536 5.3769 8.0060
C 9.0190 6.5005 7.6331
O 8.2979 7.5645 7.7274
C 10.4146 6.6498 6.9220
P 11.2669 8.0764 7.7554
C 11.7214 7.5347 9.3600
C 11.5454 6.2318 9.8548
C 12.1299 5.8600 11.0492
C 12.8722 6.7618 11.7892
C 13.0404 8.0741 11.3476
C 12.5060 8.4210 10.1167
C 12.8448 8.3749 6.9270
C 12.9058 9.2404 5.8016
C 14.0584 9.3340 5.0272
C 15.1829 8.5705 5.3876
C 15.1579 7.7408 6.5023
C 13.9919 7.6063 7.2508
H 10.2200 6.9800 5.8847
H 10.9860 5.7246 6.8731
H 10.9668 5.5038 9.2765
H 11.9212 4.8549 11.4635
H 13.2476 6.4202 12.7640
H 13.5936 8.8080 11.9461
H 12.7602 9.4081 9.7310
H 12.0433 9.8000 5.5184
H 14.0949 9.9863 4.1777
H 16.1014 8.6386 4.8203
H 16.0103 7.1123 6.7936
H 13.9614 6.9321 8.1104
C 7.8645 6.7241 11.2616
As 8.0655 8.6160 10.9290
C 6.4578 8.9964 9.8322
C 8.1820 9.7164 12.5155
O 9.3028 8.8902 9.9343
H 7.0388 6.4952 11.9782
H 8.7623 6.2977 11.6893
H 7.7511 6.2080 10.2911
H 5.5404 8.9620 10.4174
H 6.4564 8.1738 9.1036
H 6.6030 9.9608 9.3409
H 7.2089 9.7970 13.0261
H 8.5547 10.6903 12.1451
H 8.9021 9.2701 13.2048
N 9.5895 14.2857 8.8714
C 9.0690 13.4569 8.2078
C 8.4224 12.4573 7.4460
C 7.0753 12.5837 7.0859
C 6.5099 11.6452 6.2004
C 7.2606 10.4931 5.9511
N 8.5978 10.4354 6.0626
C 9.2033 11.3996 6.8895
H 6.5469 13.3932 7.5482
H 5.5843 11.7925 5.6492
H 6.7989 9.6723 5.4260
H 10.2757 11.5546 6.7426

3.
17
Properties=species:S:1:pos:R:3 method="wB97M-V/def2-TZVPD" de_lowest_kj_mol=226.12 fmax_ev_per_a=4.7 spin_multiplicity=1 orbital_gap_ev=9.696
C -0.1341 -0.3146 1.9012
C 0.3263 0.1562 0.5401
C -1.0010 -0.1322 -0.2430
C 1.6030 -0.4749 -0.0059
C -1.5169 1.0603 -1.0622
O -2.4355 -1.7420 1.6146
S -1.9775 -0.3504 1.4085
H 0.2014 -1.1953 2.2948
H -0.0081 0.4802 2.7482
H 0.3163 1.2305 0.6936
H -0.9601 -1.0215 -0.7739
H 1.5816 -1.5721 -0.0288
H 2.5672 -0.2071 0.5964
H 1.7411 -0.0691 -0.9168
H -0.8650 1.9645 -0.8461
H -2.3912 1.3473 -0.6796
H -1.5729 0.9732 -2.1861

4.
87
Properties=species:S:1:pos:R:3 method="wB97M-V/def2-TZVPD" de_lowest_kj_mol=666.33 fmax_ev_per_a=7.5 spin_multiplicity=1 orbital_gap_ev=8.273
C 1.0192 -3.1768 2.6455
C 1.3937 -2.5407 1.1822
C 0.5510 -1.1973 0.7678
C 0.2751 -0.1416 1.9912
C -0.7460 1.0240 1.3629
C -2.3185 0.5611 1.3324
C -2.9585 0.2086 2.8055
C -3.0780 -1.4249 3.0687
C -4.4814 -2.0829 2.5066
C -4.2836 -2.9036 1.0793
N -4.5246 -1.9351 -0.0947
Br -6.3981 -1.7107 -0.3489
S -3.8287 -2.6697 -1.5562
O -4.2924 -1.8949 -2.8236
O -4.1979 -4.1969 -1.6339
F -2.0814 -2.6166 -1.4991
H 1.9908 -3.1345 3.3011
H 0.7731 -4.3322 2.4738
H 0.0718 -2.7235 3.1614
H 2.5555 -2.3729 1.0952
H 1.1109 -3.3714 0.3730
H 1.2168 -0.6135 -0.0304
H -0.4631 -1.4463 0.1897
H 1.2474 0.4398 2.3517
H -0.2861 -0.5853 2.9171
H -0.4045 1.1305 0.2242
H -0.5924 2.0772 1.8494
H -2.9374 1.4877 0.9057
H -2.4809 -0.3026 0.5322
H -3.9884 0.7262 3.0140
H -2.2133 0.6084 3.6368
H -2.1036 -1.9341 2.6395
H -3.0825 -1.5777 4.2445
H -5.3759 -1.3019 2.4713
H -4.8291 -2.9045 3.2991
H -5.0941 -3.7701 1.0011
H -3.1731 -3.3257 1.0838
C 2.0989 1.2530 -2.8802
Cl 2.3725 3.0000 -2.7678
Cl 3.4222 0.3649 -2.1057
Cl 0.5452 0.8183 -2.1473
H 2.0705 0.9762 -3.9372
C 5.1371 6.0229 -2.6052
Cl 3.3965 6.2163 -2.3356
Cl 6.0263 6.2050 -1.0834
Cl 5.4813 4.4488 -3.3424
H 5.4680 6.8051 -3.2931
C 6.8872 9.0469 2.0079
Cl 8.0707 7.7313 1.9181
Cl 5.3249 8.4401 2.5831
Cl 7.4771 10.3436 3.0617
H 6.7494 9.4553 1.0035
C -2.4478 -0.3184 7.5437
Cl -1.1501 -0.2570 6.3388
Cl -3.6840 -1.4951 7.0673
Cl -1.7943 -0.7153 9.1422
H -2.9145 0.6685 7.5978
C -0.3233 -7.5535 2.2583
Cl 1.4392 -7.4744 2.4226
Cl -1.0424 -8.3715 3.6559
Cl -1.0041 -5.9283 2.0705
H -0.5600 -8.1317 1.3615
C -7.7971 -5.5373 0.9533
Cl -6.6973 -4.9998 -0.3277
Cl -7.2565 -4.9361 2.5301
Cl -9.4524 -5.0014 0.6174
H -7.7875 -6.6299 0.9795
C 2.6487 -5.7124 -0.9636
Cl 3.7485 -5.1749 -2.2447
Cl 3.1892 -5.1113 0.6131
Cl 0.9934 -5.1766 -1.2995
H 2.6583 -6.8050 -0.9374
C -0.9776 2.1590 -5.9577
Cl 0.7849 2.2381 -5.7934
Cl -1.6966 1.3410 -4.5600
Cl -1.6584 3.7842 -6.1455
H -1.2142 1.5808 -6.8545
C 8.1605 3.9282 -6.3013
Cl 7.4587 4.0336 -7.9249
Cl 8.0244 5.4830 -5.4625
Cl 7.3737 2.6455 -5.3655
H 9.2208 3.6817 -6.3998
C 0.2330 7.3601 -4.9490
Cl 1.4165 6.0445 -5.0388
Cl -1.3293 6.7533 -4.3738
Cl 0.8229 8.6567 -3.8952
H 0.0951 7.7685 -5.9534

5.
38
Properties=species:S:1:pos:R:3 method="wB97M-V/def2-TZVPD" fmax_ev_per_a=5.5 spin_multiplicity=2 charge=-1 orbital_gap_ev="2.295 / 6.414"
K -11.1421 -2.2670 31.5964
O -18.3922 -3.6371 36.5508
C -17.3450 -3.0764 36.2778
O -16.8968 -2.8437 35.0900
B -15.4327 -2.5576 35.1334
O -15.1913 -2.3812 36.5681
C -16.1473 -2.8348 37.2895
O -16.0798 -3.1200 38.4947
O -14.9354 -1.3440 34.3656
C -14.0488 -1.6813 33.4876
O -13.4364 -0.8732 32.7795
C -13.8990 -3.1969 33.5392
O -14.6856 -3.6550 34.5366
O -13.2161 -3.9197 32.7728
C -5.9822 -2.1640 35.3478
O -6.8739 -2.2673 34.2936
C -8.0948 -1.7620 34.3779
O -8.9414 -1.8848 33.5010
O -8.3128 -1.1388 35.5981
C -9.4678 -0.3394 35.8270
H -5.8422 -1.1876 35.8116
H -4.9918 -2.4956 35.0360
H -6.5312 -2.8251 36.0183
H -9.3002 0.6449 35.3896
H -9.4581 -0.2869 36.9157
H -10.3572 -0.7935 35.3901
C -14.2672 -1.2722 28.6164
O -13.3689 -1.5671 27.6246
C -12.1452 -2.2034 27.7032
O -11.7373 -2.7796 28.7097
O -11.2958 -1.8438 26.6828
C -11.8146 -1.2223 25.5120
H -14.9832 -2.0905 28.5405
H -14.8246 -0.3674 28.3740
H -13.7355 -1.3001 29.5675
H -11.9142 -0.1509 25.6861
H -12.7606 -1.5992 25.1232
H -10.9794 -1.3593 24.8252

6.
17
Properties=species:S:1:pos:R:3 method="wB97M-V/def2-TZVPD" de_lowest_kj_mol=30.43 fmax_ev_per_a=1.5 spin_multiplicity=1 orbital_gap_ev=9.635
N -0.0670 -1.6220 2.4812
C 0.0253 -0.3692 1.7479
C 1.3182 -0.3943 0.8923
S 1.4800 0.9140 -0.3027
H -1.0000 -1.8187 2.8284
H 0.5059 -1.5797 3.3054
H -0.9055 -0.1790 1.2171
H 0.1675 0.5106 2.3918
H 1.4533 -1.3997 0.4946
H 2.1024 -0.2375 1.6330
H 0.2237 0.9401 -0.8026
O -1.1705 -0.8135 -2.6603
H -0.3618 -1.0420 -2.1825
H -1.7803 -1.5043 -2.4253
O -2.2499 1.3847 -1.2672
H -1.8359 0.6460 -1.7196
H -2.1203 2.0871 -1.9225

7.
11
Properties=species:S:1:pos:R:3 method="wB97M-V/def2-TZVPD" de_lowest_kj_mol=191.64 fmax_ev_per_a=5.0 spin_multiplicity=3 orbital_gap_ev="6.193 / 7.441"
C -0.0460 1.4827 -2.0902
C -0.1981 -0.7869 -1.2415
C 0.6527 -0.1249 0.9476
N 0.0429 0.3070 -1.8044
N -0.2590 -0.8407 0.1921
N 0.2131 0.2113 2.1028
H 0.8968 2.0665 -1.9773
H -0.2971 -1.6279 -1.8956
H -1.1029 -1.2996 0.6499
H 0.8444 0.5907 2.7805
H -0.7469 0.0219 2.3362

8.
13
Properties=species:S:1:pos:R:3 method="wB97M-V/def2-TZVPD" de_lowest_kj_mol=1333.98 fmax_ev_per_a=6.1 spin_multiplicity=1 orbital_gap_ev=5.032
C -2.9555 0.7906 0.8525
N -3.7255 -0.1399 0.2140
H -3.1121 0.3835 1.9981
H -1.7186 0.9845 0.6581
H -2.3428 -1.1063 -0.4845
H 5.1629 -4.3764 -1.2730
H 0.5485 0.3064 1.0876
H -4.9205 -0.4389 -0.5218
H 2.1765 1.9243 -0.8782
O -0.0476 1.1548 0.8309
H 2.9803 2.7500 -0.4274
H 4.9461 -3.9829 -1.7712
O 3.0085 1.7502 -0.2852

9.
49
Properties=species:S:1:pos:R:3 method="wB97M-V/def2-TZVPD" de_lowest_kj_mol=196.47 fmax_ev_per_a=0.8 spin_multiplicity=1 orbital_gap_ev=7.581
Pt -0.4734 -1.5662 -0.0450
C -2.1083 4.7442 -3.4069
C -2.9433 3.9824 -2.5997
C -2.4427 2.8758 -1.9369
C -1.0962 2.5171 -2.0438
C -0.2727 3.2834 -2.8615
C -0.7776 4.3869 -3.5393
P -0.6587 1.0326 -1.0575
C -0.7028 1.7433 0.6413
C 0.3354 2.5163 1.1530
C 0.2648 3.0238 2.4417
C -0.8513 2.7742 3.2283
C -1.8946 2.0106 2.7249
C -1.8173 1.4932 1.4402
C 1.0994 0.5644 -1.1946
C 2.2109 1.1744 -1.7620
C 3.4366 0.5188 -1.7757
C 3.5490 -0.7506 -1.2305
C 2.4401 -1.3711 -0.6673
C 1.2097 -0.7279 -0.6587
H -2.4965 5.6059 -3.9337
H -3.9882 4.2435 -2.4946
H -3.1072 2.2767 -1.3240
H 0.7681 3.0351 -2.9904
H -0.1188 4.9683 -4.1717
H 1.2119 2.7087 0.5455
H 1.0823 3.6157 2.8331
H -0.9037 3.1684 4.2348
H -2.7622 1.8042 3.3380
H -2.6174 0.8678 1.0595
H 2.1529 2.1644 -2.1879
H 4.2990 1.0039 -2.2135
H 4.5032 -1.2625 -1.2454
H 2.5310 -2.3699 -0.2573
O -2.2163 -3.3697 -2.3328
N -1.6967 -2.9072 -1.3620
O -2.2782 -3.0188 -0.2134
S 0.3999 -1.7114 2.0591
C 0.4658 -3.4375 2.1197
N 1.5255 -4.0982 2.5868
C 1.3478 -5.5462 2.5465
C -0.0317 -5.6788 1.8617
N -0.4933 -4.2938 1.7767
H 2.3267 -3.6153 2.9526
H 1.3523 -5.9711 3.5502
H 2.1427 -6.0119 1.9655
H -0.7237 -6.2709 2.4579
H 0.0401 -6.1233 0.8689
H -1.2222 -4.0014 1.1197

10.
56
Properties=species:S:1:pos:R:3 method="wB97M-V/def2-TZVPD" de_lowest_kj_mol=36.23 fmax_ev_per_a=0.5 spin_multiplicity=1 orbital_gap_ev=7.002
Ca -0.3811 -1.1015 -0.2325
C 1.0252 1.9277 -3.6404
C 0.3971 3.0947 -3.2453
C -0.4664 3.0667 -2.1604
C -0.6674 1.8639 -1.5067
N -0.0492 0.7333 -1.8782
C 0.7747 0.7691 -2.9225
C -1.6134 1.7479 -0.3340
C -2.8767 2.3138 -0.3394
C -3.7326 2.0090 0.7073
C -3.3248 1.1543 1.7161
C -2.0371 0.6419 1.6640
N -1.2038 0.9727 0.6744
C -1.5311 -0.3904 2.6507
C -2.0725 -0.5137 3.9189
C -1.5826 -1.4946 4.7664
C -0.5615 -2.3170 4.3306
C -0.0658 -2.1199 3.0520
N -0.5316 -1.1814 2.2334
H 1.7022 1.9071 -4.4826
H 0.5800 4.0238 -3.7694
H -0.9655 3.9632 -1.8182
H 1.2494 -0.1701 -3.1824
H -3.2006 2.9327 -1.1649
H -4.7421 2.3990 0.7103
H -4.0155 0.8503 2.4896
H -2.8597 0.1515 4.2462
H -1.9973 -1.6095 5.7593
H -0.1500 -3.0968 4.9556
H 0.7347 -2.7354 2.6563
Cl 6.5663 -3.8281 0.7987
C 4.9304 -3.4482 0.3119
C 4.4210 -2.1860 0.5554
C 3.1245 -1.9241 0.1633
Cl 2.4742 -0.2994 0.4722
C 2.2727 -2.8572 -0.4665
O 1.0593 -2.5715 -0.8019
C 2.8656 -4.1172 -0.6918
Cl 1.9104 -5.3365 -1.4750
C 4.1603 -4.4153 -0.3106
H 5.0218 -1.4255 1.0333
H 4.5665 -5.3988 -0.5003
F -3.8966 -4.6778 -0.3564
C -2.9130 -3.7713 -0.3607
F -2.4921 -3.6317 0.9073
F -1.8896 -4.2887 -1.0463
C -3.3276 -2.3585 -0.9250
O -2.5004 -1.4175 -0.4746
C -3.2904 -2.3736 -2.4813
F -2.0309 -2.5080 -2.9190
F -3.7409 -1.2159 -2.9782
F -4.0183 -3.3612 -3.0220
C -4.7828 -2.0528 -0.4341
F -4.8241 -2.1128 0.9065
F -5.7214 -2.8770 -0.9052
F -5.1462 -0.8099 -0.7726

Calculated E_tot in order - -10092.057934 -3931.659313 -669.850314 -17863.369110 -2066.661444 -686.203775 -281.327994 -248.207125 -1985.746316 -4232.465390 Eh